Run one
Computed, not measured: 2 unconnected molecules or ions with the total composition C2H3N3, with the ωB97M-V functional and the def2-TZVPD basis.

Orbital gap (spin up / spin down) in eV: 8.5 / 8.5
LUMO level (spin up / spin down) in eV: -0.3 / -0.3
Multiplicity: 1
Total charge: 0

Last column: Löwdin charge in e.
Cartesian coordinates (Å):
1 C 0.151 -0.587 0.008  -0.28
2 C 1.493 -0.464 0.494  -0.37
3 N 1.869 -1.325 1.613  0.13
4 N 2.304 -1.683 0.544  0.13
5 N -0.528 -1.558 -0.269  0.13
6 H -0.897 1.220 -0.092  0.08
7 H 2.010 0.480 0.399  0.10
8 H -1.496 -1.496 -0.547  0.07


Run two
Computed, not measured: a single C2H3N3 molecule, with the ωB97M-V functional and the def2-TZVPD basis.

Orbital gap in eV: 11.1
LUMO level in eV: 1.0
Multiplicity: 1
Structure (SMILES): c1nc[nH]n1
Total charge: 0

Last column: Löwdin charge in e.
Cartesian coordinates (Å):
1 C 1.221 0.001 0.156  -0.24
2 N 0.505 -1.150 -0.044  0.06
3 C -0.732 -0.713 -0.164  -0.19
4 N -0.742 0.652 -0.052  -0.02
5 N 0.505 1.100 0.167  0.02
6 H 2.302 0.079 0.232  0.10
7 H -1.608 -1.331 -0.378  0.12
8 H -1.451 1.363 0.083  0.15


Run three
Computed, not measured: a single C2H3N3 molecule, with the ωB97M-V functional and the def2-TZVPD basis.

Orbital gap in eV: 10.7
LUMO level in eV: 0.8
Multiplicity: 1
Structure (SMILES): c1c[nH]nn1
Total charge: 0

Last column: Löwdin charge in e.
Cartesian coordinates (Å):
1 C -1.045 0.520 -0.046  -0.17
2 C 0.200 1.085 0.034  -0.13
3 N 1.118 0.070 -0.029  0.00
4 N 0.397 -1.096 0.039  -0.04
5 N -0.852 -0.806 0.002  -0.04
6 H -2.115 0.810 -0.021  0.11
7 H 0.388 2.138 0.140  0.10
8 H 2.151 0.248 -0.138  0.18


What should be chosen as the least stable of them? Choose run one.


Run one
Computed, not measured: a single C2H3N3 molecule, with the ωB97M-V functional and the def2-TZVPD basis.

Orbital gap in eV: 8.8
LUMO level in eV: 0.6
Multiplicity: 1
Structure (SMILES): [H]/N=C\N1C=N1
Total charge: 0

Last column: Löwdin charge in e.
Cartesian coordinates (Å):
1 H -1.184 1.546 0.196  0.04
2 N -1.773 0.722 -0.016  0.05
3 C -1.134 -0.321 -0.249  -0.31
4 N 0.277 -0.306 -0.059  -0.08
5 C 1.689 -0.238 0.051  -0.10
6 N 1.153 0.818 0.437  0.14
7 H -1.638 -1.293 -0.372  0.11
8 H 2.609 -0.928 0.012  0.15


Run two
Computed, not measured: a single C2H3N3 molecule, with the ωB97M-V functional and the def2-TZVPD basis.

Orbital gap in eV: 9.8
LUMO level in eV: 0.9
Multiplicity: 1
Total charge: 0

Last column: Löwdin charge in e.
Cartesian coordinates (Å):
1 N 0.995 -0.113 -0.212  -0.05
2 N 0.579 0.955 0.434  0.03
3 C -0.737 0.850 0.504  -0.21
4 C -1.272 -0.357 -0.072  -0.09
5 N -0.119 -0.956 -0.393  -0.03
6 H 1.967 -0.395 -0.067  0.15
7 H -1.326 1.627 0.971  0.07
8 H -0.087 -1.611 -1.165  0.13


Run three
Computed, not measured: a single C2H3N3 molecule, with the ωB97M-V functional and the def2-TZVPD basis.

Orbital gap in eV: 10.8
LUMO level in eV: 0.9
Multiplicity: 1
Structure (SMILES): c1nc[nH]n1
Total charge: 0

Last column: Löwdin charge in e.
Cartesian coordinates (Å):
1 C 0.693 1.017 0.138  -0.25
2 N 1.166 -0.216 -0.061  0.03
3 C 0.040 -0.973 -0.237  -0.17
4 N -0.975 -0.148 -0.211  -0.03
5 N -0.679 1.086 0.309  0.06
6 H 1.530 1.751 0.448  0.13
7 H 0.103 -2.050 -0.216  0.12
8 H -1.878 -0.466 -0.170  0.11


What should be chosen as the least stable of them? Choose run one.


Run one
Computed, not measured: a single C2H3N3 molecule, with the ωB97M-V functional and the def2-TZVPD basis.

Orbital gap (spin up / spin down) in eV: 8.5 / 7.6
LUMO level (spin up / spin down) in eV: -0.6 / -1.2
Multiplicity: 1
Total charge: 0

Last column: Löwdin charge in e.
Cartesian coordinates (Å):
1 C 1.361 -0.031 0.913  -0.41
2 C -0.494 0.226 -0.940  0.13
3 N 2.325 0.563 0.519  0.12
4 N 0.185 -0.474 1.194  -0.03
5 N -0.916 -0.341 0.345  0.02
6 H 0.457 0.593 -0.975  0.00
7 H -1.236 0.364 -1.649  0.03
8 H -1.682 -0.899 0.593  0.12


Run two
Computed, not measured: a single C2H3N3 molecule, with the ωB97M-V functional and the def2-TZVPD basis.

Orbital gap in eV: 10.7
LUMO level in eV: 0.8
Multiplicity: 1
Structure (SMILES): c1c[nH]nn1
Total charge: 0

Last column: Löwdin charge in e.
Cartesian coordinates (Å):
1 C -1.097 0.201 0.000  -0.14
2 C 0.197 0.705 -0.015  -0.12
3 N 0.980 -0.358 -0.024  -0.02
4 N 0.252 -1.479 -0.017  -0.04
5 N -0.986 -1.153 -0.013  -0.02
6 H -1.978 0.791 0.014  0.08
7 H 0.633 1.680 -0.056  0.10
8 H 1.998 -0.387 0.110  0.17


What should be chosen as the least stable of them? Choose run one.